(1)
Computed, not measured: a single C3H8N2 molecule in a non-equilibrium geometry, with ωB97M-V/def2-TZVPD.

- structure (SMILES) = CCN1CN1
- total charge = 0
- highest occupied orbital energy (eV) = -10.089
- E_LUMO (eV) = 1.305
- max |F| (eV/Å) = 4.2

Geometry (Å):
C -1.70 0.56 0.10
C -0.67 -0.48 -0.32
N 0.49 -0.51 0.62
C 1.71 -0.49 -0.05
N 1.36 0.82 0.26
H -2.54 0.30 -0.50
H -1.86 0.45 1.22
H -1.19 1.47 -0.24
H -1.01 -1.46 -0.28
H -0.38 -0.25 -1.29
H 1.71 -0.61 -1.10
H 2.48 -0.95 0.47
H 1.60 1.16 1.10

=====

(2)
Computed, not measured: C28H47BrNOP3Pd as an isolated structure in a non-equilibrium geometry, with ωB97M-V/def2-TZVPD.

- total charge = +4
- highest occupied orbital energy (spin up / spin down) (eV) = -18.310 / -20.399
- E_LUMO (spin up / spin down) (eV) = -12.266 / -15.585
- multiplicity = 5
- max |F| (eV/Å) = 3.9

Geometry (Å):
C 2.67 4.75 -0.81
C 1.55 4.08 -1.33
C 1.55 3.85 -2.73
C 2.76 3.96 -3.44
N 3.87 4.37 -2.83
C 3.85 4.84 -1.57
C 0.42 3.81 -0.41
C -0.65 3.70 0.20
C -1.77 2.94 0.75
C -1.58 1.62 1.20
C -2.61 0.70 1.27
C -3.88 1.10 0.98
C -4.19 2.47 0.88
C -3.13 3.39 0.73
Pd -0.77 -0.94 0.71
P 1.54 -0.78 0.01
H 0.67 3.57 -3.30
H 2.69 5.16 0.19
H 2.88 3.66 -4.50
H 4.80 5.22 -1.15
H -3.30 4.43 0.43
H -0.58 1.21 1.36
H -5.23 2.78 0.81
H -2.45 -0.38 1.46
C 2.38 -2.40 0.34
C 3.60 -2.67 -0.53
H 1.60 -3.16 0.20
H 2.61 -2.39 1.42
H 3.92 -3.70 -0.32
H 3.36 -2.59 -1.60
H 4.44 -2.01 -0.27
C 1.79 -0.33 -1.77
C 3.16 0.17 -2.18
H 1.03 0.45 -1.95
H 1.48 -1.20 -2.36
H 3.16 0.32 -3.26
H 3.38 1.14 -1.71
H 3.96 -0.55 -1.95
C 2.52 0.57 0.82
C 4.00 0.31 0.89
H 2.09 0.71 1.82
H 2.27 1.49 0.26
H 4.48 1.12 1.43
H 4.22 -0.63 1.40
H 4.47 0.27 -0.10
Br -5.24 -0.35 0.80
P -1.81 -1.91 -1.04
C -0.71 -2.71 -2.27
C -1.29 -3.92 -2.97
H 0.22 -2.93 -1.73
H -0.45 -1.91 -2.98
H -0.51 -4.34 -3.61
H -1.59 -4.67 -2.24
H -2.14 -3.64 -3.59
C -3.03 -3.10 -0.36
C -4.32 -3.32 -1.14
H -3.24 -2.73 0.66
H -2.47 -4.05 -0.23
H -4.98 -3.98 -0.55
H -4.87 -2.38 -1.30
H -4.14 -3.80 -2.10
C -2.65 -0.56 -1.98
C -3.16 -0.89 -3.37
H -1.88 0.23 -2.01
H -3.44 -0.18 -1.32
H -3.69 -0.01 -3.75
H -2.35 -1.10 -4.07
H -3.85 -1.72 -3.37
C 1.36 -0.24 5.40
P 0.06 -0.15 4.15
C -1.23 -1.31 4.65
C -0.55 1.56 4.24
O 0.55 -0.51 2.74
H 2.24 -0.67 4.91
H 1.01 -0.90 6.22
H 1.57 0.79 5.75
H -1.27 -1.41 5.74
H -2.22 -1.00 4.27
H -0.99 -2.29 4.21
H -0.09 2.14 3.43
H -1.65 1.59 4.12
H -0.27 1.99 5.21

=====

(3)
Computed, not measured: a 3-piece molecular cluster, C7H17NO overall in a non-equilibrium geometry, with ωB97M-V/def2-TZVPD.

- total charge = 0
- highest occupied orbital energy (spin up / spin down) (eV) = -5.412 / -6.533
- E_LUMO (spin up / spin down) (eV) = 0.702 / 0.696
- max |F| (eV/Å) = 1.3

Geometry (Å):
C -0.29 -0.12 0.81
C 2.30 0.19 0.39
C 0.05 -0.43 -0.45
C -2.44 -0.99 -0.61
C -0.83 1.21 1.24
C 2.85 0.70 -0.90
C -3.02 0.15 -1.39
N 2.83 -1.02 0.86
O -0.13 -1.05 1.78
H -0.52 -0.75 2.61
H 2.17 0.92 1.18
H 2.94 -1.72 0.13
H 2.31 -1.41 1.64
H 0.41 -1.42 -0.69
H -0.06 0.30 -1.24
H -2.89 -1.20 0.36
H -2.22 -1.90 -1.17
H -1.83 1.08 1.65
H -0.89 1.89 0.40
H -0.19 1.65 2.00
H 3.93 0.91 -0.84
H 2.36 1.62 -1.20
H 2.71 -0.03 -1.71
H -2.40 0.41 -2.25
H -4.03 -0.05 -1.81
H -3.13 1.05 -0.78

=====

(4)
Computed, not measured: a 2-piece molecular cluster, C5H7NO2S overall in a non-equilibrium geometry, with ωB97M-V/def2-TZVPD.

- total charge = 0
- highest occupied orbital energy (eV) = -8.767
- E_LUMO (eV) = 0.240
- max |F| (eV/Å) = 4.6

Geometry (Å):
C -1.62 -1.75 1.26
C -1.58 -0.71 0.65
C -1.26 1.72 0.31
C -1.54 0.51 -0.11
C 1.19 0.21 -0.05
N 3.32 0.17 -1.19
O 3.18 -1.66 0.75
O 1.14 1.36 0.10
S 2.96 -0.25 0.39
H -1.86 -2.55 1.87
H -1.27 2.62 -0.31
H -0.79 1.66 1.29
H -1.83 0.31 -1.19
H 0.57 -0.43 -0.77
H 4.28 -0.17 -1.57
H 3.06 1.08 -1.47

=====

no.,total energy (eV)
1,-6218.01538
2,-134679.68357
3,-11067.41038
4,-21712.94108